{
  "formula": "C6H16NSi",
  "method": "wB97M-V/def2-TZVPD",
  "orbital_gap_ev": 6.4,
  "total_charge": 1,
  "e_homo_ha": -0.479,
  "symbols": ["C", "C", "C", "C", "C", "C", "N", "Si", "H", "H", "H", "H", "H", "H", "H", "H", "H", "H", "H", "H", "H", "H", "H", "H"],
  "positions_angstrom": [[2.04253, -0.72428, -0.58392], [0.73207, -1.36523, -0.20269], [2.49521, 0.31018, 0.33319], [-0.45045, -0.87930, -0.87462], [-1.48893, 1.65786, -0.55727], [-2.59978, -0.73154, 1.41030], [1.57022, 1.30947, 0.52381], [-2.06449, -0.26165, -0.33370], [2.81160, -1.59075, -0.71100], [2.03813, -0.33549, -1.61772], [0.81691, -2.44643, -0.54261], [0.68800, -1.24263, 0.82292], [2.37786, -0.31964, 1.17495], [3.59606, 0.54267, 0.20633], [-0.31382, -0.59932, -1.88044], [-0.61749, 1.72787, -1.17614], [-2.17732, 2.07039, -1.22841], [-1.22261, 2.14083, 0.32547], [-3.47021, -0.20551, 1.72445], [-2.82690, -1.79201, 1.45878], [-1.69263, -0.65747, 2.08962], [1.81898, 2.02144, 1.19077], [1.14107, 1.72207, -0.25749], [-3.20400, -0.35153, -1.29456]],
  "forces_ev_per_a": [[2.212, -2.102, -4.523], [-0.272, -0.131, -1.791], [2.234, -1.425, 0.982], [0.690, -0.010, 0.697], [0.922, -2.879, -1.065], [2.431, -0.782, -0.344], [-1.513, 1.692, 0.994], [-2.144, 1.742, 1.614], [-0.990, 1.694, 0.690], [-0.434, -0.123, 0.015], [-0.472, 0.682, 0.407], [-0.724, -0.675, 2.367], [1.076, -0.178, 2.195], [-1.187, 0.012, -0.104], [0.443, -0.053, -1.628], [0.885, -0.181, -0.396], [-1.704, 0.850, -0.308], [-0.186, 0.764, 1.659], [-0.408, 0.662, 0.459], [-0.255, -0.259, -0.226], [-1.271, 0.457, -0.483], [0.035, -0.027, 0.117], [-0.004, 0.638, -1.227], [0.637, -0.367, -0.102]]
}

---

{
  "formula": "C6H16O",
  "method": "wB97M-V/def2-TZVPD",
  "orbital_gap_ev": 11.7,
  "total_charge": 0,
  "smiles": "CCCCCC.O",
  "e_homo_ha": -0.397,
  "symbols": ["C", "C", "C", "C", "C", "C", "H", "H", "H", "H", "H", "H", "H", "H", "H", "H", "H", "H", "H", "H", "O", "H", "H"],
  "positions_angstrom": [[0.88371, -0.15377, 2.06270], [-0.39098, -0.48780, 1.31756], [-0.64244, 0.44925, 0.14630], [0.29900, 0.27817, -1.03178], [0.43934, -1.10202, -1.66511], [-0.88936, -1.81468, -1.93495], [1.11809, 0.91136, 1.98321], [0.91515, -0.40378, 3.12068], [1.75529, -0.66619, 1.64154], [-0.41637, -1.49581, 0.88694], [-1.22122, -0.51590, 2.03038], [-1.63859, 0.44623, -0.31767], [-0.60112, 1.48214, 0.50640], [1.30868, 0.63195, -0.76851], [0.10834, 0.96347, -1.86861], [0.98849, -1.06230, -2.60748], [1.03892, -1.77587, -1.03875], [-1.56784, -1.15379, -2.47610], [-1.39029, -2.10064, -1.00634], [-0.73152, -2.74303, -2.48101], [0.62083, 3.52520, 1.24979], [0.05666, 3.78354, 0.53072], [-0.04278, 3.00427, 1.72009]],
  "forces_ev_per_a": [[1.127, -0.021, -0.223], [-0.877, -0.642, -0.207], [-0.764, 0.874, -0.665], [1.767, 0.614, -0.668], [-0.242, -1.034, 0.384], [-0.007, 0.180, 0.325], [-0.102, 0.006, 0.038], [-0.433, -0.127, 0.068], [-0.088, 0.057, -0.131], [0.450, -0.088, 0.355], [-0.136, 0.406, -0.194], [-0.228, -0.737, 0.637], [0.352, -0.061, -0.102], [-0.055, -0.312, 0.289], [-0.753, 0.106, 0.311], [0.050, 0.376, 0.026], [-0.010, 0.191, 0.106], [-0.072, -0.152, -0.187], [-0.004, 0.127, -0.005], [-0.038, 0.078, -0.227], [-0.426, -0.352, 0.500], [0.023, 0.643, -1.010], [0.466, -0.132, 0.580]]
}

---

{
  "formula": "C6H16O",
  "method": "wB97M-V/def2-TZVPD",
  "orbital_gap_ev": 11.2,
  "total_charge": 0,
  "smiles": "CC(C)O.CCC",
  "e_homo_ha": -0.375,
  "symbols": ["C", "C", "C", "O", "H", "H", "H", "H", "H", "H", "H", "H", "C", "C", "C", "H", "H", "H", "H", "H", "H", "H", "H"],
  "positions_angstrom": [[1.34159, -2.71010, -0.77281], [0.60786, -1.39251, -0.80731], [1.57800, -0.28583, -1.25912], [-0.38430, -1.50662, -1.85848], [2.14811, -2.66280, -0.04181], [1.78690, -2.88711, -1.75803], [0.73837, -3.59970, -0.63826], [0.06252, -1.20323, 0.10267], [1.42554, -0.22483, -2.32675], [1.29808, 0.71640, -0.93154], [2.62083, -0.54363, -1.09407], [-1.14152, -0.95067, -1.68933], [-2.18611, 1.69765, 0.40432], [-0.98341, 2.10053, 1.24494], [-0.11152, 0.98037, 1.79427], [-2.53772, 2.51816, -0.21359], [-1.92913, 0.78438, -0.11539], [-2.98032, 1.45013, 1.10053], [-1.28061, 2.73103, 2.11113], [-0.39461, 2.98086, 0.94454], [0.91631, 1.26143, 2.01882], [-0.04832, 0.16032, 1.07151], [-0.54654, 0.58578, 2.71376]],
  "forces_ev_per_a": [[0.444, -0.245, -0.487], [-0.170, -0.048, -1.502], [-0.596, 0.047, 0.007], [0.066, -0.589, 0.015], [-0.030, -0.171, 0.076], [0.180, 0.286, 0.050], [-0.435, 0.100, 0.514], [0.221, -0.029, 0.383], [0.202, -0.201, -0.451], [0.267, -0.067, 0.515], [0.047, 0.296, 0.365], [-0.152, 0.280, 0.216], [0.487, 0.251, 1.042], [0.667, 2.262, 1.706], [-0.204, -0.435, -0.239], [0.044, -0.224, -0.363], [-0.164, -0.004, -0.679], [-0.341, -0.189, -0.055], [-0.854, -0.931, 0.220], [0.383, -0.818, -1.647], [-0.049, 0.277, -0.003], [-0.028, 0.327, 0.353], [0.015, -0.174, -0.037]]
}

---

{
  "formula": "C6H16O2",
  "method": "wB97M-V/def2-TZVPD",
  "orbital_gap_ev": 9.8,
  "total_charge": 0,
  "smiles": "CC(C)(C)O.C=O.C",
  "e_homo_ha": -0.356,
  "symbols": ["C", "C", "C", "C", "O", "H", "H", "H", "H", "H", "H", "H", "H", "H", "H", "C", "O", "H", "H", "C", "H", "H", "H", "H"],
  "positions_angstrom": [[-2.46672, 0.63243, -1.01617], [-1.42425, 0.30767, 0.05302], [-1.53933, 1.28262, 1.23209], [-1.59162, -1.13410, 0.54786], [-0.15256, 0.45612, -0.56284], [-2.34745, -0.04173, -1.86250], [-3.47356, 0.52483, -0.61724], [-2.32890, 1.65235, -1.37028], [-2.52373, 1.21536, 1.69074], [-1.38072, 2.30234, 0.88503], [-0.77755, 1.05626, 1.97740], [-1.46857, -1.82703, -0.28292], [-0.83661, -1.36170, 1.29997], [-2.57857, -1.28007, 0.98241], [0.52371, 0.24891, 0.11380], [3.00433, 0.49066, 0.90777], [1.95306, 0.00951, 1.32310], [2.99074, 1.41128, 0.31016], [3.95072, 0.34440, 1.46618], [2.48709, -1.29837, -1.44659], [3.32797, -0.66560, -0.86584], [2.80163, -1.78473, -2.35983], [1.73456, -0.56618, -1.71496], [2.11632, -1.97523, -0.69037]],
  "forces_ev_per_a": [[0.323, -0.072, 0.156], [-0.374, -0.006, 0.213], [0.053, -0.135, -0.314], [0.053, 0.253, -0.178], [0.337, -0.044, 0.170], [-0.016, -0.051, -0.055], [-0.065, 0.008, 0.024], [-0.018, 0.075, -0.016], [-0.061, 0.003, 0.114], [-0.021, 0.069, -0.036], [0.004, -0.035, 0.108], [-0.003, -0.044, -0.059], [0.028, -0.031, 0.083], [-0.070, -0.042, 0.083], [-0.299, 0.146, -0.294], [-1.689, 1.139, 2.701], [1.669, 0.127, -0.920], [-0.030, -0.388, -0.842], [-0.015, -0.737, -0.557], [1.540, 1.904, 1.344], [-1.340, -1.672, -1.903], [0.514, -0.163, 0.124], [-0.288, -0.015, 0.121], [-0.233, -0.292, -0.064]]
}

---

{
  "formula": "C6H16O2",
  "method": "wB97M-V/def2-TZVPD",
  "orbital_gap_ev": 9.3,
  "total_charge": 0,
  "smiles": "C=C(CC)CC.O.O",
  "e_homo_ha": -0.320,
  "symbols": ["C", "C", "C", "C", "C", "C", "H", "H", "H", "H", "H", "H", "H", "H", "H", "H", "H", "H", "O", "H", "H", "O", "H", "H"],
  "positions_angstrom": [[-0.65921, -0.20562, 0.88436], [0.30277, 0.22750, 0.07450], [0.27688, 1.56373, -0.63171], [-0.90083, 2.46968, -0.53557], [1.37860, -0.78157, -0.41506], [0.89790, -2.21690, -0.66294], [-1.34558, 0.53978, 1.26981], [-0.77262, -1.19151, 1.30361], [0.48919, 1.30357, -1.67760], [1.22881, 2.07158, -0.38013], [-1.91097, 2.11583, -0.74639], [-0.78266, 3.31031, -1.24322], [-1.01634, 3.09221, 0.36877], [1.93059, -0.93851, 0.50762], [1.85810, -0.29383, -1.27172], [1.81924, -2.79028, -0.79559], [0.27633, -2.33615, -1.58881], [0.06251, -2.62614, -0.04969], [-2.65360, -0.65595, -0.67770], [-2.15319, -0.42441, -1.48751], [-3.18427, -1.18928, -1.31475], [1.96562, -0.15950, 3.00287], [1.09258, 0.21703, 3.15820], [1.80013, -1.10158, 2.90863]],
  "forces_ev_per_a": [[0.374, 1.567, 0.707], [-0.708, -1.628, -0.728], [1.573, -0.855, 0.069], [-0.904, 2.479, -0.007], [-1.931, 0.592, 1.421], [-1.572, 0.068, -2.079], [-0.364, -0.178, -0.144], [0.266, -0.172, -0.103], [-0.400, 0.085, -0.135], [-0.469, 0.202, 0.158], [0.280, -0.751, 0.018], [0.187, -0.457, -0.209], [0.346, -0.839, 0.301], [1.273, 0.675, -0.412], [0.592, -0.669, 0.371], [-0.593, -0.645, 0.357], [1.006, 0.474, -0.141], [1.490, 0.273, 0.828], [-0.675, -0.862, -3.106], [1.185, 1.067, 1.208], [-1.031, -0.404, 1.586], [0.046, 0.008, 0.178], [0.030, 0.022, -0.151], [0.000, -0.052, 0.012]]
}

---

Summary of ΔE to the lowest compared entry with this formula, charge and spin in kcal/mol
58.3 11.4 28.4 29.2 48.6
(order as listed above)